1.
This record from OMol25 describes one molecule with the formula C17H25FN2O3S. The level of theory is ωB97M-V/def2-TZVPD.

```
49
Properties=species:S:1:pos:R:3:forces:R:3
C 3.766205 3.683610 0.807265 0.094 -0.045 -0.254
C 4.148030 2.704884 -0.296539 -0.092 -0.093 0.344
C 4.070358 1.255577 0.177650 0.121 0.112 -0.472
C 4.389496 0.273173 -0.947159 -0.082 -0.150 0.362
C 4.295936 -1.189380 -0.499163 0.072 0.203 -0.458
N 2.985730 -1.500094 0.033543 0.240 -0.061 0.209
C 1.918618 -1.638911 -0.779364 -0.078 -0.081 0.486
O 1.992136 -1.636988 -1.989653 -0.011 0.080 -0.321
C 0.591051 -1.727684 -0.076259 -0.191 -0.074 0.030
C -0.496126 -1.116055 -0.696212 0.128 -0.172 -0.004
C -1.729072 -1.089421 -0.079917 -0.558 0.310 -0.355
S -3.065031 -0.130491 -0.817267 0.028 0.203 0.155
O -2.908605 -0.156059 -2.237953 0.351 0.023 -0.026
O -4.291830 -0.576555 -0.227581 0.146 -0.042 0.275
N -2.827132 1.429130 -0.324807 -0.358 -0.899 -0.436
C -1.791852 2.215227 -0.950246 0.596 0.057 -0.398
C -0.511007 2.270579 -0.113089 -0.189 0.223 0.058
C -0.838635 2.731067 1.306000 0.129 -0.288 0.023
C -1.882909 1.802325 1.922920 -0.076 0.264 -0.115
C -3.132676 1.776611 1.040362 -0.116 -0.185 0.692
C -1.937601 -1.720990 1.132331 0.014 -0.110 0.045
C -0.884490 -2.376189 1.746866 0.124 0.033 -0.036
C 0.364011 -2.351501 1.147074 -0.157 0.147 -0.086
F 1.380271 -2.967810 1.789067 -0.110 0.066 -0.072
H 2.746042 3.504050 1.141215 -0.118 0.009 0.082
H 4.430459 3.574473 1.661871 0.038 0.024 0.130
H 3.833722 4.708281 0.450232 -0.024 0.141 0.056
H 5.162620 2.919553 -0.638298 0.014 0.004 -0.103
H 3.477221 2.838542 -1.147992 0.039 -0.006 -0.095
H 4.769488 1.107009 1.004852 -0.005 -0.016 0.125
H 3.061319 1.064330 0.552609 -0.016 -0.014 0.084
H 3.688876 0.423188 -1.769980 0.038 0.005 -0.077
H 5.396695 0.457084 -1.324038 0.046 0.024 -0.078
H 5.036091 -1.407698 0.272190 -0.020 -0.036 -0.031
H 4.470202 -1.837416 -1.361855 0.076 -0.013 0.156
H 2.866596 -1.460545 1.031343 -0.181 -0.070 -0.104
H -0.365043 -0.666609 -1.668607 0.113 0.043 -0.109
H -1.613770 1.774240 -1.930809 0.062 0.245 -0.049
H -2.178580 3.231856 -1.090096 -0.005 -0.069 -0.042
H -0.049340 1.281858 -0.076346 0.057 0.055 -0.016
H 0.193942 2.957690 -0.583294 0.059 -0.027 -0.057
H 0.065397 2.739094 1.918535 -0.007 0.092 0.005
H -1.233297 3.749150 1.275388 0.012 0.111 0.033
H -1.470565 0.794284 2.007754 0.000 0.002 0.066
H -2.154257 2.145344 2.922271 -0.019 -0.057 0.050
H -3.862253 1.047787 1.393040 -0.060 0.211 0.143
H -3.600749 2.768155 1.042452 -0.031 -0.071 -0.016
H -2.923437 -1.702183 1.568530 -0.094 -0.052 0.121
H -1.010013 -2.895355 2.683923 -0.002 -0.053 0.080
```
Forces are in eV/Å.

Properties
SMILES string: CCCCCNC(=O)c1cc(S(=O)(=O)N2CCCCC2)ccc1F
HOMO-LUMO gap in eV: 9.7
Energy relative to the best compared isomer or geometry (same formula, charge and spin) in kcal/mol: 4.7
E_LUMO in eV: 0.3

***

2.
This record from OMol25 describes a 2-piece molecular cluster, C5H13NO overall. The level of theory is ωB97M-V/def2-TZVPD.

```
20
Properties=species:S:1:pos:R:3:forces:R:3
C 0.617782 0.991769 -0.024609 0.361 0.140 -0.143
N 0.392614 0.150241 -1.197812 0.549 -0.029 0.356
C 1.292754 0.421843 -2.289481 0.077 0.392 0.190
C 0.389125 -1.237787 -0.715234 -0.098 -0.443 -0.561
C 0.309490 -1.125307 0.791404 -0.099 -0.110 1.760
C -0.201285 0.295703 1.055472 0.244 0.637 -0.707
H 0.424021 2.028861 -0.262324 -0.688 0.332 0.016
H 1.688766 1.027490 0.288793 -0.095 -0.398 -0.138
H 1.399191 -0.447802 -2.931034 -0.063 -0.066 -0.149
H 2.298728 0.723529 -1.934525 -0.052 -0.205 -0.064
H 0.901177 1.254157 -2.875352 0.069 0.041 -0.197
H 1.279460 -1.806299 -1.038374 0.039 0.246 0.124
H -0.456329 -1.753397 -1.185318 -0.079 -0.059 0.302
H 1.297831 -1.178628 1.258003 0.315 0.101 -0.383
H -0.220547 -1.880914 1.382735 -0.438 -0.048 -0.669
H -1.265188 0.407584 0.828162 0.131 -0.102 0.227
H 0.034902 0.719526 2.036490 -0.157 -0.430 -0.028
H -2.698636 0.564475 2.655581 -0.251 0.030 0.099
H -4.190917 0.510608 2.245455 0.047 0.033 0.181
O -3.292937 0.334351 1.911967 0.189 -0.062 -0.217
```
Forces are in eV/Å.

Properties
Charge: -1
<S²>: 0.750
Multiplicity: 2
HOMO-LUMO gap (spin up / spin down) in eV: 2.0 / 8.9
Energy relative to the best compared isomer or geometry (same formula, charge and spin) in kcal/mol: 26.3
E_LUMO (spin up / spin down) in eV: 3.2 / 3.4

***

3.
This record from OMol25 describes C21H15FO4 as an isolated structure. The level of theory is ωB97M-V/def2-TZVPD.

```
41
Properties=species:S:1:pos:R:3:forces:R:3
O 1.277517 -3.362495 -0.030140 -5.036 0.134 4.012
C 0.205372 -3.249344 0.737434 7.235 2.722 -6.562
O -0.547063 -2.211334 0.805146 -0.618 6.420 -1.901
C -0.191196 -0.859181 0.172611 -1.399 -1.251 1.756
C 0.293082 -0.631485 -1.016716 4.701 -5.561 -6.638
C 0.734195 0.558259 -1.691368 -1.876 -0.834 1.121
C 0.517528 1.755562 -1.008903 -4.169 -3.901 0.893
C -0.361954 1.547667 0.223259 5.546 -10.121 -8.278
C -0.588225 0.326206 0.755083 -1.197 -0.519 4.785
H -0.951781 0.217362 1.848526 0.049 0.591 -1.899
H -0.479545 2.316941 0.617135 -2.728 12.032 6.853
C 0.503621 2.985824 -1.712223 3.571 5.932 10.358
O 0.779101 4.064669 -0.716376 -1.944 -5.345 -6.535
C 0.567433 3.042041 -3.083540 -5.123 -1.582 0.039
C -0.489334 2.450476 -3.819106 6.627 5.342 -5.639
C -0.278559 2.654210 -5.224738 -7.075 -5.171 2.514
C 0.515568 3.603436 -5.668235 0.476 -0.131 -9.920
C 1.436381 4.283620 -5.026281 -2.875 -2.819 4.754
C 1.299853 3.916723 -3.643846 9.724 8.858 -2.503
H 2.186501 4.578553 -3.097951 -2.714 -2.146 -0.273
H 1.926084 4.986374 -5.535803 2.601 2.700 -0.945
H 0.565501 3.621073 -7.017710 -0.307 0.288 4.125
H -1.082870 1.959230 -5.859577 2.582 2.273 1.101
H -0.878859 1.694498 -3.428065 -4.429 -6.024 2.944
H 0.883061 0.432905 -2.775746 0.775 0.351 0.825
H 0.676124 -1.741182 -1.626187 -1.437 3.540 1.719
C -0.350158 -4.136822 1.603296 3.223 -12.416 -2.990
O -1.383190 -3.982643 2.337096 -0.201 5.093 5.498
C -0.829651 -2.899108 3.335982 -8.982 -0.842 2.465
C 0.424200 -2.531408 3.645198 0.601 -6.558 -8.439
C 0.524773 -1.713659 4.558092 3.313 9.988 10.373
C -0.531664 -1.080676 5.421172 7.299 -1.368 -1.849
C -1.695130 -1.634165 5.203877 -0.059 3.795 4.215
C -1.982377 -2.361587 4.252418 1.394 -8.855 -11.327
H -2.966502 -2.753921 4.020041 0.137 0.073 0.075
H -2.503617 -1.405928 5.732957 -3.019 1.510 2.894
H -0.352537 -0.430616 6.230070 0.663 0.659 0.516
F 2.118329 -1.272881 4.804231 -4.662 -1.028 -0.524
H 1.199052 -2.889189 2.955879 0.381 0.348 0.918
H -0.806490 -5.017735 0.652235 1.562 2.093 2.488
H 0.617426 -4.830268 2.070770 -2.609 1.730 -1.017
```
Forces are in eV/Å.

Properties
HOMO-LUMO gap in eV: 8.2
E_LUMO in eV: -1.1

***

4.
This record from OMol25 describes C10H15B11Br6MgNO4S as an isolated structure. The level of theory is ωB97M-V/def2-TZVPD.

```
49
Properties=species:S:1:pos:R:3:forces:R:3
Mg -0.933727 0.841712 0.157088 1.013 -0.280 -1.210
Br -0.990507 2.524714 -2.003206 -0.098 -0.094 0.920
B -0.164623 1.105202 -3.074849 0.410 -0.415 0.752
B 0.334452 1.481738 -4.646777 1.369 -0.139 -0.576
C 0.128118 0.017647 -5.489584 1.008 0.148 0.340
B -1.077582 0.434615 -4.368000 -0.488 0.280 -1.302
B -0.590318 -1.259589 -4.666791 -0.622 0.310 0.123
B 1.138834 -1.284192 -5.029761 0.606 0.017 -0.096
B 1.816768 0.362832 -4.995368 -0.585 0.748 -0.556
B 1.609000 1.154056 -3.422262 -0.490 -1.457 0.000
Br 2.785842 2.500182 -2.748471 0.118 0.074 0.161
B 2.090203 -0.657243 -3.627118 0.215 -0.571 1.105
Br 3.752858 -1.475190 -2.901899 0.056 0.661 -1.716
B 0.570669 -1.675600 -3.456837 -0.205 1.675 0.859
Br -1.044850 -5.032607 -3.448365 1.210 1.474 0.515
B -0.777902 -0.580941 -3.039192 0.930 0.206 0.166
Br -2.305437 -0.976888 -1.940738 -0.177 -0.212 0.971
B 0.954903 -0.139094 -2.349746 -1.136 -0.464 -0.116
Br 0.608831 -3.439020 -2.534031 -0.562 -1.456 -0.198
H 0.431622 2.565113 -5.134331 -0.517 -0.398 -0.116
H -0.123153 0.177964 -6.507802 -0.006 -0.258 -0.789
H -2.175548 0.722271 -4.751425 0.499 0.112 0.186
H -1.395786 -1.991214 -5.140837 0.275 0.062 -0.006
H 1.571016 -2.107742 -5.741575 0.010 0.011 -0.322
H 2.686368 0.738854 -5.720816 -0.536 -0.220 -0.080
C -0.869277 2.116652 7.811655 1.700 0.342 0.980
C -0.914362 1.319947 6.579474 0.599 -0.946 -1.070
C 0.186607 1.276151 5.703222 -0.179 -0.106 1.470
C 0.155866 0.705087 4.473863 0.626 0.083 -0.974
C -1.010591 0.086263 4.072805 -0.533 0.441 -0.662
C -2.101916 0.034860 4.929042 -0.942 -0.714 -0.102
C -2.025945 0.601537 6.193184 0.097 0.856 -0.772
S -1.223831 -0.467604 2.412567 0.503 0.163 -1.526
O -2.061583 0.567427 1.624523 -0.146 -0.923 1.981
O -1.786326 -1.782702 2.522935 -0.066 0.127 -0.363
N 0.104110 -0.332540 1.489345 -2.641 1.404 1.291
C 1.097112 -1.294551 1.288718 1.079 -0.115 1.132
C 1.659823 -1.057118 -0.071299 0.319 -2.880 -3.660
O 2.392939 -1.878877 -0.605377 -1.411 1.555 1.852
O 1.020457 -0.112847 -0.912550 -0.042 -0.135 1.318
H -0.474495 3.099841 7.531598 -0.084 -0.025 0.333
H -0.163769 1.695807 8.584041 -0.614 0.308 -0.799
H -1.814829 2.250816 8.287111 -0.738 -0.010 0.198
H 1.133274 1.585503 6.062135 0.737 0.881 0.255
H 1.047249 0.819978 3.838980 -0.596 -0.394 0.152
H -3.064144 -0.428507 4.638468 0.831 0.238 -0.041
H -2.895949 0.710753 6.789873 -0.769 -0.420 0.475
H 0.762321 -2.367256 1.340561 0.301 0.885 -0.166
H 1.947205 -1.156199 1.997820 -0.328 -0.429 -0.318
```
Forces are in eV/Å.

Properties
Charge: +1
HOMO-LUMO gap in eV: 4.9
E_LUMO in eV: -6.9

***

5.
This record from OMol25 describes C29H29CdN3P2SbSe4 as an isolated structure. The level of theory is ωB97M-V/def2-TZVPD.

```
69
Properties=species:S:1:pos:R:3:forces:R:3
Cd -0.109719 1.827048 0.537467 0.078 0.524 -0.215
Se -2.083915 3.989443 -1.664422 -0.179 -0.076 0.072
Sb 0.200316 5.015442 -0.941469 -0.016 0.093 -0.229
Se 0.289855 4.187542 1.451780 0.027 -0.052 0.294
Se -2.010751 1.676005 -1.148204 0.043 -0.056 0.005
Se 1.742926 3.528333 -2.162762 0.006 -0.098 0.045
C -0.980450 -3.031378 -2.147132 -0.037 -0.088 -0.025
N -0.781741 -2.703837 -0.731223 -0.084 0.056 0.011
P -1.907818 -1.483342 -0.156960 0.036 -0.021 -0.116
C -3.485658 -2.389320 -0.386237 -0.052 -0.010 -0.015
C -4.578073 -1.648379 -0.822993 0.008 -0.013 0.000
C -5.815464 -2.259639 -0.990051 -0.023 0.019 -0.012
C -5.958958 -3.613707 -0.736961 -0.044 -0.010 -0.007
C -4.866517 -4.362843 -0.312112 -0.013 -0.027 -0.003
C -3.637802 -3.752033 -0.134928 0.023 0.032 0.016
C -1.741748 -1.653959 1.661934 0.039 -0.039 0.008
C -2.084409 -0.527739 2.405888 0.012 0.033 -0.010
C -1.983794 -0.538126 3.791835 0.002 0.014 0.004
C -1.531650 -1.674727 4.442713 0.002 0.012 0.032
C -1.189900 -2.803990 3.707051 0.011 -0.021 0.038
C -1.297012 -2.795711 2.326913 -0.025 0.024 -0.026
P 0.802103 -2.405444 -0.155705 0.033 -0.075 0.183
C 1.432959 -4.100893 0.141945 -0.009 -0.035 -0.111
C 2.681315 -4.234037 0.751642 0.008 0.038 -0.034
C 3.193779 -5.484418 1.057601 0.042 -0.004 0.029
C 2.457096 -6.626678 0.774457 0.008 -0.029 0.004
C 1.207070 -6.506886 0.186525 -0.009 -0.035 0.006
C 0.698857 -5.253785 -0.126962 -0.014 0.077 0.044
C 1.736630 -1.892834 -1.640199 0.076 0.040 -0.009
C 1.400103 -0.645924 -2.173181 -0.014 0.018 -0.039
C 2.107223 -0.110869 -3.239788 -0.021 0.014 0.034
C 3.173801 -0.817950 -3.779579 0.014 0.031 -0.038
C 3.515520 -2.059828 -3.261745 0.022 -0.017 -0.030
C 2.799392 -2.598544 -2.201123 -0.002 0.012 0.026
H -1.948674 -3.516351 -2.286135 0.015 0.008 -0.006
H -0.197767 -3.715282 -2.476458 -0.003 0.008 -0.007
H -0.941779 -2.141253 -2.784811 -0.015 -0.013 -0.009
H -4.451366 -0.591605 -1.033984 0.005 0.002 0.007
H -6.662505 -1.675252 -1.326719 -0.002 -0.007 0.001
H -6.921271 -4.091670 -0.873708 0.002 0.000 0.001
H -4.979367 -5.422534 -0.117385 0.003 0.002 0.000
H -2.782474 -4.330509 0.196035 0.006 -0.006 0.004
H -2.428925 0.366573 1.893439 0.001 -0.008 -0.011
H -2.244013 0.349867 4.353847 -0.003 -0.009 0.006
H -1.437753 -1.681909 5.521532 -0.001 0.000 0.000
H -0.831003 -3.692163 4.213197 -0.003 0.000 -0.004
H -1.015794 -3.675180 1.761526 0.010 -0.035 -0.020
H 3.253556 -3.342137 0.985312 -0.007 -0.006 0.001
H 4.165942 -5.568213 1.528120 -0.004 -0.003 -0.004
H 2.852523 -7.604420 1.019508 0.002 0.002 -0.002
H 0.622712 -7.393147 -0.029117 0.000 0.003 0.000
H -0.285362 -5.162799 -0.568524 -0.017 0.000 -0.023
H 0.569942 -0.071742 -1.769244 0.002 0.014 0.044
H 1.830826 0.870016 -3.608978 0.010 -0.019 -0.004
H 3.737224 -0.398077 -4.604145 0.002 -0.007 0.004
H 4.341056 -2.618856 -3.686857 -0.001 0.010 -0.004
H 3.074679 -3.570762 -1.812461 -0.002 -0.014 0.010
C 5.149748 0.548699 -0.406903 0.012 -0.043 -0.049
N 3.936155 0.441733 0.377792 -0.051 0.090 0.085
C 3.672416 -0.438369 1.402567 0.022 -0.124 0.047
C 2.385175 -0.206622 1.777560 0.051 0.027 0.127
N 1.868144 0.802292 1.006671 0.076 -0.174 -0.164
C 2.830095 1.172076 0.179853 -0.033 -0.039 0.006
H 5.933108 -0.032265 0.074690 0.007 0.015 0.005
H 5.458273 1.590349 -0.466850 0.005 -0.004 -0.019
H 4.980335 0.161779 -1.411903 0.018 -0.001 0.007
H 4.415166 -1.131050 1.759531 -0.012 0.013 0.024
H 1.805366 -0.693456 2.542912 -0.015 -0.027 -0.019
H 2.738647 1.954842 -0.572922 -0.031 0.011 0.031
```
Forces are in eV/Å.

Properties
Charge: -1
HOMO-LUMO gap in eV: 5.9
Energy relative to the best compared isomer or geometry (same formula, charge and spin) in kcal/mol: 0.0
E_LUMO in eV: 2.1